(1)
{
  "formula": "C2HClF2S",
  "method": "wB97M-V/def2-TZVPD",
  "elements": ["F", "C", "F", "Cl", "C", "S", "H"],
  "xyz": [[0.4840, -1.2923, 0.9900], [0.5581, -0.1368, 0.1100], [1.3088, 0.7909, 0.7377], [1.5399, -0.8961, -1.2377], [-0.8620, 0.2539, -0.1763], [-1.3872, 1.7767, -0.3440], [-1.6416, -0.4964, -0.0797]],
  "atomic_forces_ev_per_a": [[-0.220, 2.241, -0.805], [1.619, -2.957, 1.312], [-0.984, -0.738, -0.775], [-0.921, 1.159, 0.380], [-0.811, 1.635, 0.190], [0.702, -0.781, -0.074], [0.614, -0.560, -0.229]],
  "lowdin_charge": [-0.077, -0.871, 0.040, 0.663, -0.597, 0.781, 0.061],
  "multiplicity": 1,
  "molar_mass_g_mol": 130.5,
  "smiles": "FC(F)(Cl)C=S",
  "gap_ev": 8.27,
  "e_homo_ev": -9.90,
  "total_energy_ha": -1134.8768,
  "lumo_energy_ev": -1.63
}



(2)
{
  "formula": "C12H19NO2",
  "method": "wB97M-V/def2-TZVPD",
  "elements": ["C", "C", "C", "C", "C", "C", "C", "C", "C", "C", "C", "C", "N", "O", "O", "H", "H", "H", "H", "H", "H", "H", "H", "H", "H", "H", "H", "H", "H", "H", "H", "H", "H", "H"],
  "xyz": [[1.5051, 0.4039, -1.4951], [0.1186, -1.2257, 0.0972], [3.0021, 0.8910, -1.5242], [3.6898, 0.0895, -0.4288], [2.5860, -0.7274, 0.2943], [1.2721, -0.3074, -0.2451], [-0.4376, 0.7933, 0.7850], [-0.9979, 1.8817, -0.0508], [0.1138, 1.1893, 2.1625], [-2.8415, -2.2150, 0.8937], [-2.5626, -0.9727, -1.3161], [-2.3190, -0.8901, 0.2502], [-0.9734, -0.5306, 0.5526], [0.6242, 0.6548, -2.3273], [0.1163, -2.4195, -0.1182], [3.4365, 0.6935, -2.5352], [2.8950, 1.9597, -1.4216], [4.4359, -0.5909, -0.8990], [4.1784, 0.6885, 0.3029], [2.6484, -1.7569, -0.1423], [2.7690, -0.6757, 1.3544], [-0.9196, 1.6425, -1.0844], [-0.6167, 2.8018, 0.2450], [-2.1740, 1.9823, 0.0561], [0.9524, 1.8405, 2.1064], [0.3463, 0.4065, 2.9052], [-0.6571, 1.7310, 2.5640], [-2.6818, -2.5151, 1.9633], [-3.8646, -2.2389, 0.5939], [-2.3303, -2.9409, 0.2833], [-2.3865, 0.0214, -1.6534], [-3.5447, -1.2524, -1.5172], [-1.9473, -1.7050, -1.8121], [-2.8983, -0.0881, 0.6580]],
  "atomic_forces_ev_per_a": [[-1.354, 0.561, -0.834], [-0.294, -0.772, -1.660], [-1.299, -1.013, -1.318], [-0.030, -0.561, -0.624], [0.961, -0.823, -1.461], [-1.917, 1.009, 2.318], [1.573, -1.030, -0.611], [-3.161, -1.204, 0.853], [0.454, -2.073, -1.048], [1.386, 0.126, -0.401], [1.206, 0.349, 2.224], [-1.161, -1.065, -0.358], [2.613, 0.952, 0.490], [1.361, -0.177, 0.649], [0.220, -0.222, 0.237], [-0.469, 0.237, 0.741], [0.445, 0.461, 0.306], [-0.407, 0.502, 0.547], [0.608, 0.648, 0.343], [0.174, 0.269, 1.140], [-0.399, -0.435, 0.463], [0.653, 0.030, -1.034], [0.842, 1.741, 0.129], [2.060, -0.359, 0.234], [0.746, 0.548, -0.365], [-0.114, -0.127, -0.854], [-2.043, 1.632, 1.439], [-0.098, 0.984, -0.900], [-0.948, -0.238, 0.252], [0.073, -0.805, 0.086], [0.214, 0.584, -0.857], [-1.914, -0.298, -0.214], [0.620, -0.049, 0.042], [-0.599, 0.618, 0.044]],
  "lowdin_charge": [-0.335, -0.414, -0.087, -0.174, -0.133, -0.084, -0.201, -0.024, -0.015, -0.038, -0.004, -0.341, 0.010, 0.037, 0.098, 0.128, 0.110, 0.119, 0.090, 0.141, 0.113, 0.053, 0.063, 0.142, 0.075, 0.100, 0.046, 0.096, 0.059, 0.058, 0.057, 0.052, 0.085, 0.120],
  "multiplicity": 1,
  "molar_mass_g_mol": 209.3,
  "gap_ev": [7.91, 7.91],
  "e_homo_ev": [-8.14, -8.14],
  "total_energy_ha": -673.7808,
  "lumo_energy_ev": [-0.23, -0.23]
}



(3)
{
  "formula": "C37H39N4O6PRuSe2",
  "method": "wB97M-V/def2-TZVPD",
  "elements": ["Ru", "O", "C", "C", "C", "C", "C", "C", "C", "O", "N", "O", "O", "H", "H", "H", "H", "Se", "P", "Se", "C", "C", "C", "C", "C", "C", "C", "C", "C", "C", "C", "C", "H", "H", "H", "H", "H", "H", "H", "H", "H", "H", "C", "C", "C", "C", "N", "N", "H", "H", "H", "H", "H", "H", "H", "H", "H", "H", "H", "H", "C", "O", "C", "C", "C", "C", "C", "C", "N", "C", "C", "C", "C", "C", "C", "C", "O", "H", "H", "H", "H", "H", "H", "H", "H", "H", "H", "H", "H", "H"],
  "xyz": [[0.0396, -0.1647, 0.2757], [1.9450, -0.0621, 1.2094], [2.4339, -0.8764, 1.9893], [2.0077, -2.2232, 2.2028], [2.7357, -3.0083, 3.1084], [2.3289, -4.2845, 3.3690], [1.1796, -4.8155, 2.7693], [0.4621, -4.0568, 1.8825], [0.8776, -2.7506, 1.5417], [0.2268, -2.1116, 0.6109], [3.1090, -5.1149, 4.2964], [2.6822, -6.2239, 4.5426], [4.1271, -4.6393, 4.7556], [3.2866, -0.5420, 2.5973], [3.6197, -2.6167, 3.5955], [0.8799, -5.8246, 3.0143], [-0.4215, -4.4454, 1.3946], [-2.0731, -0.1776, -1.0722], [-1.0103, 1.4060, -2.1120], [0.5823, 2.1197, -0.8228], [-0.3850, 0.8412, -3.7227], [-1.0559, -0.1631, -4.4186], [-0.6184, -0.5393, -5.6793], [0.4738, 0.0955, -6.2562], [1.1333, 1.1053, -5.5711], [0.7137, 1.4731, -4.3009], [-2.1352, 2.7250, -2.6325], [-1.5890, 3.8938, -3.1639], [-2.4183, 4.8476, -3.7276], [-3.7933, 4.6449, -3.7543], [-4.3402, 3.5008, -3.1963], [-3.5117, 2.5347, -2.6386], [-1.9151, -0.6500, -3.9745], [-1.1309, -1.3290, -6.2127], [0.8136, -0.2004, -7.2400], [1.9813, 1.6051, -6.0206], [1.2491, 2.2415, -3.7557], [-0.5184, 4.0600, -3.1292], [-1.9926, 5.7452, -4.1558], [-4.4374, 5.3796, -4.2190], [-5.4118, 3.3517, -3.2050], [-3.9348, 1.6305, -2.2185], [3.5620, -0.6039, -3.5130], [3.5234, -1.4024, -2.2095], [3.0810, -2.8348, -2.4853], [4.8954, -1.3843, -1.5472], [2.6122, -0.7947, -1.2170], [1.2210, -0.8950, -1.4781], [4.2502, -1.0578, -4.2287], [3.8935, 0.4204, -3.3251], [2.5782, -0.5723, -3.9807], [3.8758, -3.3697, -3.0052], [2.1946, -2.8741, -3.1223], [2.8763, -3.3634, -1.5507], [5.6481, -1.8042, -2.2150], [4.8804, -1.9680, -0.6257], [5.1938, -0.3618, -1.3028], [2.8335, 0.1729, -1.0171], [0.9794, -1.8812, -1.4689], [0.9811, -0.5028, -2.3886], [-1.8799, 1.0379, 5.6835], [-2.3421, 0.9749, 4.3381], [-2.5529, -0.2385, 3.7937], [-2.2543, -1.4454, 4.4180], [-2.5650, -2.6479, 3.8023], [-3.1899, -2.6694, 2.5628], [-3.4718, -1.4714, 1.9325], [-3.1324, -0.2647, 2.5242], [-3.4656, 0.9235, 1.8123], [-2.9076, 2.1053, 1.7065], [-1.6374, 2.5893, 2.1007], [-1.5175, 3.9940, 2.2252], [-0.3725, 4.5627, 2.7121], [0.6987, 3.7259, 3.0703], [0.6306, 2.3621, 2.9001], [-0.5176, 1.7641, 2.3596], [-0.5479, 0.4775, 2.0818], [-1.8180, 2.0946, 5.9243], [-0.8902, 0.5877, 5.7788], [-2.5814, 0.5446, 6.3578], [-1.7721, -1.4461, 5.3841], [-2.3243, -3.5751, 4.3051], [-3.4542, -3.6058, 2.0924], [-3.9470, -1.4642, 0.9577], [-4.3074, 0.8168, 1.2623], [-3.5618, 2.8297, 1.2291], [-2.3707, 4.6127, 1.9711], [-0.2947, 5.6337, 2.8329], [1.6025, 4.1659, 3.4734], [1.4685, 1.7209, 3.1331]],
  "atomic_forces_ev_per_a": [[3.142, 0.122, -1.293], [-0.359, 0.607, 0.467], [0.142, -0.028, 0.022], [-0.033, 0.093, 0.237], [0.023, 0.083, 0.025], [-0.020, -0.103, 0.008], [-0.008, 0.022, 0.008], [0.053, -0.106, -0.152], [-0.139, 0.061, -0.116], [-0.827, -0.465, 0.393], [-0.074, 0.031, -0.030], [0.005, -0.009, 0.000], [0.008, 0.020, 0.009], [0.124, -0.034, -0.175], [-0.018, 0.009, 0.005], [-0.002, 0.005, 0.015], [0.010, -0.015, 0.010], [0.144, -0.050, 0.095], [-0.515, 0.390, -0.547], [-0.365, -0.334, 0.370], [0.123, -0.086, 0.027], [0.004, 0.005, -0.007], [0.004, -0.003, 0.001], [-0.001, 0.002, 0.003], [-0.018, 0.066, -0.001], [-0.019, 0.012, -0.021], [-0.006, 0.093, 0.041], [-0.039, -0.014, 0.082], [0.020, -0.010, 0.000], [0.006, 0.023, -0.023], [0.003, -0.038, 0.014], [0.008, 0.018, 0.004], [0.023, -0.031, 0.025], [-0.011, 0.012, 0.002], [-0.011, 0.006, -0.002], [0.012, -0.024, 0.007], [0.006, -0.005, 0.007], [0.003, -0.008, -0.048], [-0.007, 0.009, 0.019], [-0.001, 0.023, 0.046], [0.005, -0.012, -0.012], [-0.009, -0.009, -0.017], [0.033, -0.052, 0.010], [-0.096, 0.290, -0.117], [0.054, -0.056, 0.076], [-0.001, -0.042, 0.061], [0.158, -0.583, 0.216], [-0.488, 0.140, 0.119], [-0.013, 0.004, 0.010], [-0.016, -0.001, -0.020], [-0.042, 0.013, -0.055], [-0.019, 0.007, -0.020], [-0.014, -0.014, 0.020], [0.007, 0.001, -0.007], [-0.005, 0.025, -0.006], [0.007, 0.000, -0.014], [0.003, -0.009, -0.002], [-0.044, 0.056, -0.126], [-0.049, -0.020, -0.064], [-0.086, -0.097, -0.064], [0.048, 0.015, -0.048], [-0.062, 0.002, 0.011], [0.007, 0.048, 0.128], [0.010, -0.030, -0.014], [-0.003, 0.038, -0.042], [0.030, 0.005, 0.042], [0.012, -0.038, -0.062], [0.048, 0.065, -0.240], [-0.081, -0.113, 0.207], [0.193, 0.010, -0.036], [-0.325, 0.105, -0.016], [-0.027, 0.023, 0.078], [0.006, -0.030, -0.004], [-0.056, -0.046, 0.014], [0.106, 0.119, 0.008], [0.049, -0.621, -0.058], [-0.703, 0.420, 0.463], [-0.010, 0.004, 0.002], [0.007, -0.005, -0.007], [0.003, -0.010, 0.007], [-0.037, -0.016, 0.017], [-0.006, -0.003, 0.005], [0.003, -0.001, -0.003], [-0.004, -0.011, 0.009], [-0.078, 0.051, 0.119], [0.041, -0.016, -0.060], [0.018, 0.013, -0.014], [0.005, -0.002, -0.016], [0.006, -0.001, -0.011], [0.029, 0.032, 0.007]],
  "mulliken_spin": [0.884, -0.001, -0.019, 0.022, -0.002, 0.004, -0.001, 0.010, -0.010, 0.068, 0.000, 0.001, 0.001, 0.000, 0.000, 0.000, 0.001, 0.000, -0.016, 0.034, 0.003, 0.000, 0.000, 0.000, -0.001, 0.000, -0.005, -0.001, 0.000, 0.001, -0.001, 0.003, -0.001, 0.000, 0.000, 0.000, 0.001, 0.000, 0.000, 0.000, 0.000, -0.002, 0.001, -0.002, 0.000, 0.000, -0.012, 0.032, 0.000, 0.000, 0.000, 0.000, 0.000, 0.000, 0.000, 0.000, 0.000, -0.004, 0.000, -0.001, 0.000, 0.000, 0.000, 0.000, 0.001, -0.001, 0.003, 0.000, -0.002, -0.002, -0.012, 0.001, -0.002, 0.001, -0.008, 0.006, 0.029, 0.000, 0.000, 0.000, 0.000, 0.000, 0.000, -0.001, 0.000, 0.000, 0.000, 0.000, 0.000, 0.000],
  "multiplicity": 2,
  "s2": 0.756,
  "molar_mass_g_mol": 925.7,
  "gap_ev": [7.31, 7.10],
  "total_charge": 1,
  "e_homo_ev": [-10.63, -10.48],
  "total_energy_ha": -7342.6648,
  "lumo_energy_ev": [-3.32, -3.37]
}